# 1
{"formula": "BrH18O9", "method": "ωB97M-V/def2-TZVPD", "elements": ["Br", "O", "H", "H", "O", "H", "H", "O", "H", "H", "O", "H", "H", "O", "H", "H", "O", "H", "H", "O", "H", "H", "O", "H", "H", "O", "H", "H"], "xyz": [[0.01863, 0.18602, 0.46846], [-3.15995, 0.68842, 1.76138], [-3.68210, 0.00345, 1.33603], [-2.24901, 0.50429, 1.48230], [-2.64278, 1.42684, -1.46165], [-1.85192, 1.21176, -0.94488], [-2.38401, 1.21651, -2.36485], [2.02535, 0.09847, -2.54385], [1.75376, 0.49537, -1.70838], [1.79522, -0.82975, -2.41182], [-1.12894, -1.47410, -2.48079], [-1.24909, -2.38346, -2.19004], [-1.01649, -0.98653, -1.65143], [-1.00906, -2.97904, 0.75775], [-1.04785, -2.01086, 0.80854], [-1.88696, -3.27735, 1.01031], [0.40539, 3.70047, 0.15546], [-0.53998, 3.84798, 0.05415], [0.47481, 2.73583, 0.21038], [1.84925, 0.63433, 3.28758], [1.26852, 0.68143, 4.05112], [1.24663, 0.49787, 2.53577], [3.23559, 1.71707, 0.58487], [3.35748, 1.67819, 1.54004], [2.54707, 1.05851, 0.43388], [1.68047, -2.81065, -0.96867], [1.18917, -2.42157, -0.23289], [1.00079, -3.20952, -1.51878]], "atomic_forces_ev_per_a": [[-0.1, -0.1, -0.1], [0.0, -0.1, 0.2], [0.0, 0.1, -0.1], [0.0, 0.1, 0.0], [0.1, 0.0, -0.1], [0.0, 0.0, 0.1], [0.0, 0.0, 0.0], [0.0, -0.1, 0.0], [0.0, 0.1, -0.1], [0.0, 0.0, 0.0], [-0.1, -0.1, 0.0], [-0.1, 0.0, 0.0], [0.2, 0.1, 0.0], [-0.2, -0.1, -0.1], [0.2, 0.1, 0.0], [0.0, 0.0, 0.0], [-0.1, 0.0, 0.0], [0.0, 0.0, 0.0], [0.1, 0.1, 0.0], [0.0, 0.0, 0.0], [0.0, 0.0, 0.0], [0.1, 0.0, 0.0], [0.1, -0.1, 0.1], [-0.1, 0.1, 0.0], [0.0, 0.0, -0.1], [0.1, 0.0, -0.1], [0.0, 0.0, 0.0], [-0.1, 0.0, 0.1]], "homo_energy_ha": -0.2556, "charge": -1, "gap_ha": 0.3540}



# 2
{"formula": "C23H36HfN4O2P", "method": "ωB97M-V/def2-TZVPD", "elements": ["Hf", "C", "C", "N", "O", "C", "C", "N", "O", "H", "H", "H", "H", "H", "H", "H", "C", "C", "C", "C", "N", "C", "C", "C", "C", "C", "C", "N", "H", "H", "H", "H", "H", "H", "H", "H", "C", "C", "C", "P", "C", "C", "C", "C", "C", "C", "H", "H", "H", "H", "H", "H", "H", "H", "H", "H", "H", "H", "H", "H", "H", "H", "H", "H", "H", "H", "H"], "xyz": [[-0.70514, -0.50038, -0.01146], [1.53964, -4.05965, -3.41754], [1.02718, -3.06141, -2.41771], [1.34345, -2.99973, -1.18091], [2.22406, -3.88105, -0.68013], [0.08805, -1.97376, -2.81734], [-0.11717, -1.56299, -4.22823], [-0.51452, -1.42163, -1.83625], [-1.25293, -0.22527, -1.86615], [1.46656, -5.07843, -3.02828], [2.58540, -3.86693, -3.67509], [0.96210, -4.03715, -4.33799], [2.55289, -4.46625, -1.38607], [-0.85279, -2.23177, -4.69121], [0.80972, -1.65500, -4.79309], [-0.50717, -0.54928, -4.29118], [-2.02170, -4.76005, 0.73503], [-2.31624, -4.77398, 2.08741], [-2.24206, -3.59086, 2.81395], [-1.86181, -2.43589, 2.17578], [-1.53434, -2.42296, 0.85553], [-1.62771, -3.57742, 0.15755], [-1.88333, -1.10676, 2.82936], [-2.21374, -0.92972, 4.15190], [-2.34436, 0.35614, 4.65620], [-2.15598, 1.43826, 3.81163], [-1.80247, 1.19610, 2.50651], [-1.63813, -0.05001, 2.00682], [-2.09722, -5.65247, 0.12963], [-2.62002, -5.69167, 2.57609], [-2.50386, -3.58764, 3.86135], [-1.38126, -3.52829, -0.89078], [-2.38848, -1.77845, 4.79602], [-2.61170, 0.50515, 5.69532], [-2.28640, 2.45544, 4.15474], [-1.65497, 2.01245, 1.82001], [2.47206, 0.10262, -0.77408], [1.82084, 1.40110, -1.26323], [2.87518, 2.44261, -1.64059], [0.49994, 1.90486, -0.08605], [1.13970, 2.78080, 1.38644], [2.10363, 1.84993, 2.13815], [1.75886, 4.16676, 1.16007], [-0.76048, 2.81253, -1.08159], [-2.19902, 2.40650, -0.70323], [-0.64388, 4.33634, -1.13777], [2.95760, -0.44129, -1.58480], [1.75693, -0.62462, -0.34172], [3.20046, 0.27373, 0.01513], [1.23358, 1.17767, -2.16080], [3.51511, 2.68576, -0.79296], [2.43378, 3.36217, -2.02492], [3.51411, 2.03378, -2.42635], [0.25193, 2.90921, 2.01104], [3.06883, 1.78819, 1.63390], [1.71742, 0.83448, 2.27240], [2.28675, 2.25996, 3.13138], [2.53990, 4.16165, 0.40446], [2.21949, 4.47738, 2.10006], [1.02517, 4.92121, 0.89329], [-0.55436, 2.41721, -2.07936], [-2.59594, 3.01398, 0.11110], [-2.32644, 1.35310, -0.38507], [-2.87067, 2.50678, -1.55536], [-0.88498, 4.79239, -0.17716], [-1.36388, 4.71327, -1.86724], [0.34482, 4.67329, -1.44658]], "atomic_forces_ev_per_a": [[-0.1, 0.1, 0.7], [0.0, 0.1, 0.1], [-0.1, -0.1, -0.4], [0.1, 0.0, 0.3], [-0.1, 0.0, -0.1], [-0.1, 0.1, -0.5], [0.0, -0.1, 0.0], [0.2, -0.1, 0.0], [-0.2, -0.3, -0.6], [0.0, 0.0, 0.0], [0.0, 0.0, 0.0], [0.0, 0.0, 0.0], [0.1, -0.1, 0.1], [0.1, 0.0, 0.0], [0.0, 0.0, 0.0], [0.0, 0.0, 0.0], [0.0, -0.2, 0.0], [0.0, -0.1, 0.1], [0.0, -0.2, 0.1], [0.0, 0.3, -0.2], [0.1, -0.1, 0.1], [0.1, 0.3, 0.1], [0.0, 0.0, -0.3], [0.0, 0.0, 0.2], [0.0, 0.0, 0.1], [0.0, 0.1, 0.1], [0.1, -0.2, -0.1], [-0.2, 0.0, 0.2], [0.0, 0.0, 0.0], [0.0, 0.0, 0.0], [0.0, 0.0, 0.0], [0.0, 0.0, 0.0], [0.0, 0.0, 0.0], [0.0, 0.0, 0.0], [0.0, 0.0, 0.0], [0.0, 0.0, -0.1], [0.0, 0.1, 0.0], [0.1, 0.0, 0.0], [0.1, 0.0, 0.0], [0.2, 0.1, -0.1], [0.0, 0.0, 0.2], [0.1, 0.1, 0.0], [0.1, 0.0, 0.1], [-0.2, 0.1, 0.0], [0.1, 0.0, 0.0], [-0.1, 0.0, 0.0], [0.0, 0.1, 0.0], [-0.1, -0.2, 0.0], [0.1, 0.0, 0.0], [0.0, -0.1, -0.1], [0.0, 0.0, 0.0], [0.0, 0.0, 0.0], [0.0, 0.0, 0.0], [0.0, 0.1, 0.0], [0.0, 0.0, 0.0], [0.0, 0.0, 0.0], [0.0, 0.0, 0.0], [0.0, 0.0, 0.0], [0.0, 0.0, 0.0], [0.0, 0.0, 0.0], [-0.1, 0.0, -0.1], [0.0, 0.0, 0.0], [0.0, 0.0, 0.0], [0.0, 0.1, 0.0], [0.0, 0.0, 0.0], [0.0, 0.0, 0.0], [0.0, 0.0, 0.0]], "homo_energy_ha": -0.6742, "charge": 3, "gap_ha": 0.2972}



# 3
{"formula": "C18H21NO3S2", "method": "ωB97M-V/def2-TZVPD", "elements": ["O", "N", "O", "O", "S", "S", "C", "C", "C", "C", "C", "C", "C", "C", "C", "C", "C", "C", "C", "C", "C", "C", "C", "C", "H", "H", "H", "H", "H", "H", "H", "H", "H", "H", "H", "H", "H", "H", "H", "H", "H", "H", "H", "H", "H"], "xyz": [[6.12388, 2.25237, 3.62596], [5.40625, 2.30794, 2.61503], [-3.46961, -0.44324, 0.95559], [-3.28832, -1.48970, -1.10184], [-0.50448, 0.17149, -4.31490], [2.32851, 1.03284, -3.35081], [-1.67626, -0.43974, -3.17569], [0.66016, 0.44185, -3.01038], [0.16061, 0.04544, -1.80923], [-1.17670, -0.52190, -1.89875], [3.34569, -0.09671, -1.05288], [3.04989, 2.29985, -0.99268], [3.82657, -0.05802, 0.28030], [3.58187, 2.31267, 0.30664], [2.98387, 1.08012, -1.70419], [3.90998, 1.15495, 0.96048], [3.26469, 1.29115, 3.39902], [-5.20013, -0.06046, -0.68038], [-4.94193, -2.24692, 0.51211], [-1.27194, -2.26668, -0.10321], [-2.23549, -0.02839, 0.36508], [4.44926, 1.18871, 2.39419], [-4.21824, -1.06007, -0.10488], [-1.97880, -1.05664, -0.71145], [-2.69264, -0.67389, -3.40529], [0.64584, 0.06833, -0.86756], [3.26308, -1.06667, -1.54354], [2.74289, 3.25379, -1.45627], [4.12312, -0.95894, 0.81220], [3.69011, 3.25883, 0.84565], [3.64227, 1.38691, 4.41872], [2.63416, 2.17578, 3.19365], [2.71043, 0.36421, 3.34166], [-5.73210, 0.51373, 0.07605], [-5.92389, -0.66741, -1.25370], [-4.69571, 0.66670, -1.35513], [-4.18642, -2.99379, 0.81015], [-5.48671, -1.93824, 1.44111], [-5.66467, -2.69571, -0.19832], [-0.29867, -2.01037, 0.29241], [-1.22164, -3.06879, -0.82943], [-1.86496, -2.60744, 0.72956], [-2.42172, 0.92411, -0.11720], [-1.36242, 0.00660, 1.04293], [4.97034, 0.25135, 2.61924]], "atomic_forces_ev_per_a": [[-2.4, -0.6, -2.7], [1.6, 0.7, 1.9], [1.0, -0.4, -0.1], [0.0, 0.6, 0.1], [0.2, 0.1, 1.3], [-0.7, -0.1, -0.1], [0.9, 0.0, 1.0], [0.1, -0.2, -0.2], [-1.4, -0.8, -0.5], [-0.3, 0.8, -0.9], [0.6, -0.3, 1.1], [0.5, -0.1, -0.1], [-0.5, 0.2, -0.7], [-0.9, 1.2, -0.6], [-0.4, 0.5, 0.9], [1.2, -0.6, 0.5], [0.6, 0.7, 0.0], [0.0, 0.1, -1.2], [-0.2, -0.4, 0.5], [-0.3, 0.1, -0.1], [-0.4, 0.3, -0.3], [-0.5, -0.6, 0.5], [-0.3, 0.3, 0.9], [0.8, -0.7, -0.5], [-0.2, -0.2, -0.5], [0.7, 0.2, 0.5], [0.0, 0.3, -0.1], [0.2, -0.7, 0.2], [-0.1, 0.0, -0.3], [-0.1, -0.2, -0.3], [0.1, 0.0, -0.1], [0.2, -0.6, -0.1], [-0.4, 0.0, -0.1], [0.1, -0.3, 0.2], [0.2, 0.6, 0.0], [-0.3, -0.5, 0.4], [-0.4, 0.2, -0.2], [0.4, -0.1, -0.9], [0.5, 0.2, 0.4], [0.4, 0.0, -0.2], [0.2, -0.1, -0.1], [-0.3, -0.2, 0.4], [0.3, 0.5, 0.1], [-0.9, 0.1, 0.1], [0.1, 0.1, 0.0]], "homo_energy_ha": -0.3002, "gap_ha": 0.2808, "smiles": "C[C@H](N=O)c1ccc(Sc2cc([C@@]3(C)COC(C)(C)O3)cs2)cc1"}



# 4
{"formula": "C5H13NO", "method": "ωB97M-V/def2-TZVPD", "elements": ["C", "C", "C", "C", "C", "N", "O", "H", "H", "H", "H", "H", "H", "H", "H", "H", "H", "H", "H", "H"], "xyz": [[0.70760, 0.07705, 0.19249], [-1.76511, 0.61217, -0.29043], [1.34646, 1.39134, -0.15437], [2.21282, -1.44602, -0.51822], [-2.66929, -0.12018, 0.65243], [-0.10969, -0.64190, -0.56569], [0.58685, -0.07128, 1.52836], [0.14397, -0.91887, 1.68502], [0.04755, -0.46945, -1.55149], [-1.49919, 1.61819, 0.02369], [-2.05595, 0.58574, -1.33809], [2.38160, 1.37788, 0.18599], [1.31892, 1.56441, -1.22705], [2.81045, -1.37582, 0.38355], [2.66725, -1.00908, -1.40070], [1.79047, -2.43142, -0.66869], [0.82902, 2.20005, 0.36114], [-2.27795, -0.10045, 1.67239], [-3.67544, 0.32033, 0.68315], [-2.79033, -1.16269, 0.34653]], "atomic_forces_ev_per_a": [[3.4, -1.6, -0.5], [0.6, -1.4, -0.9], [0.0, -0.3, 0.1], [-0.3, 1.4, 0.9], [-0.1, -0.2, 0.0], [-4.0, 1.7, 0.3], [-0.2, 0.0, 0.1], [0.0, 0.1, -0.1], [0.1, 0.1, 0.0], [0.4, -0.1, 0.0], [-0.2, 0.1, 0.1], [0.0, 0.1, 0.0], [0.0, 0.0, 0.0], [0.3, -0.1, -0.1], [0.1, 0.0, 0.0], [-0.3, 0.1, 0.0], [-0.1, 0.1, 0.0], [0.0, 0.0, 0.0], [0.1, 0.0, 0.0], [0.1, 0.1, 0.1]], "homo_energy_ha": [-0.2559, -0.2410], "gap_ha": [0.2891, 0.2746]}



# 5
{"formula": "C4H12", "method": "ωB97M-V/def2-TZVPD", "elements": ["C", "C", "H", "H", "H", "H", "H", "H", "C", "C", "H", "H", "H", "H", "H", "H"], "xyz": [[2.45745, 0.53933, -1.26701], [2.21925, 1.02402, 0.16554], [2.99089, -0.42016, -1.27503], [1.54578, 0.37142, -1.82848], [3.17723, 1.17035, -1.79613], [1.17932, 1.34117, 0.30486], [2.63202, 0.39476, 0.94323], [2.69876, 2.00731, 0.29621], [-2.13494, -1.48062, 0.29691], [-2.53355, -0.09628, 0.83532], [-1.96888, -2.14567, 1.14366], [-2.90499, -1.97076, -0.30608], [-1.20063, -1.44644, -0.27009], [-3.06209, 0.46946, 0.06242], [-1.66730, 0.51764, 1.07748], [-3.17294, -0.24702, 1.70211]], "atomic_forces_ev_per_a": [[1.0, -0.8, 0.2], [0.0, 1.8, -0.5], [-0.3, -0.1, 0.2], [-0.1, 0.3, -0.2], [-0.5, 0.3, -0.1], [0.0, -0.8, 0.3], [-0.4, -0.3, 0.1], [0.3, -0.3, 0.0], [0.3, 0.0, 0.3], [-0.1, -0.3, -0.8], [0.2, -0.1, 0.0], [0.0, 0.3, 0.0], [-0.2, 0.0, -0.1], [-0.2, -0.1, 0.2], [0.1, -0.2, 0.3], [0.0, 0.4, 0.0]], "homo_energy_ha": -0.4252, "gap_ha": 0.4656, "smiles": "CC.CC"}



The following energy above the lowest of the compared OMol25 structures with the same formula, charge and spin values (in eV) correspond, in order, to the records above: 0.220 1.359 3.632 5.226 0.351.